Density functional theory data (wB97M-V/def2-TZVPD) for a structure of composition C62H69CrF2Ge2N5 in a non-equilibrium geometry.

Geometry (Å):
Cr  0.120  0.047  0.389
C  2.783  4.896  3.978
C  3.207  4.339  2.614
C  2.085  3.694  1.864
C  1.316  4.252  0.892
C  1.450  5.619  0.298
C  2.538  5.637  -0.787
C  0.404  3.221  0.459
N  0.625  2.053  1.130
C  1.647  2.323  1.994
C  2.281  1.429  2.837
C  1.944  0.106  3.008
C  2.611  -0.804  3.917
C  3.859  -0.489  4.678
C  3.576  0.217  6.010
C  1.873  -1.945  3.915
C  0.773  -1.716  3.000
C  -0.298  -2.567  2.830
C  -1.404  -2.300  2.043
N  -1.579  -1.193  1.268
C  -2.793  -1.356  0.674
C  -3.358  -0.472  -0.222
C  -2.795  0.705  -0.664
N  -1.569  1.195  -0.302
C  -1.534  2.465  -0.800
C  -0.582  3.409  -0.485
C  -2.713  2.756  -1.575
C  -3.510  1.656  -1.481
C  -4.877  1.455  -2.056
C  -5.996  1.835  -1.076
C  -2.988  4.056  -2.264
C  -3.656  5.078  -1.334
C  -3.408  -2.602  1.074
C  -2.530  -3.199  1.924
C  -2.655  -4.530  2.595
C  -3.310  -4.421  3.978
C  -4.726  -3.114  0.587
C  -5.916  -2.471  1.312
N  0.882  -0.495  2.411
C  2.092  -3.198  4.702
C  1.242  -3.237  5.979
H  3.642  5.347  4.479
H  2.380  4.110  4.618
H  2.015  5.661  3.860
H  4.018  3.621  2.755
H  3.609  5.156  2.012
H  1.703  6.335  1.083
H  0.504  5.942  -0.139
H  3.517  5.420  -0.360
H  2.584  6.610  -1.278
H  2.329  4.878  -1.544
H  3.109  1.811  3.420
H  4.504  0.141  4.061
H  4.407  -1.413  4.874
H  3.050  1.160  5.847
H  4.506  0.428  6.539
H  2.950  -0.407  6.649
H  -0.294  -3.496  3.385
H  -4.360  -0.689  -0.568
H  -0.662  4.381  -0.950
H  -5.010  0.414  -2.355
H  -4.967  2.061  -2.961
H  -5.924  1.246  -0.161
H  -6.973  1.660  -1.529
H  -5.928  2.887  -0.803
H  -3.633  3.866  -3.124
H  -2.053  4.468  -2.644
H  -4.620  4.710  -0.988
H  -3.816  6.029  -1.845
H  -3.031  5.256  -0.457
H  -1.665  -4.983  2.694
H  -3.248  -5.195  1.963
H  -2.732  -3.754  4.619
H  -3.373  -5.398  4.460
H  -4.318  -4.016  3.888
H  -4.771  -4.195  0.734
H  -4.816  -2.937  -0.488
H  -5.870  -2.690  2.380
H  -6.859  -2.856  0.922
H  -5.908  -1.387  1.195
H  3.149  -3.269  4.968
H  1.855  -4.065  4.080
H  1.532  -2.432  6.654
H  1.370  -4.186  6.501
H  0.185  -3.109  5.740
F  5.020  2.370  -0.415
C  4.310  1.245  -0.196
C  2.939  1.296  -0.290
C  2.160  0.171  -0.045
C  2.841  -1.040  0.198
C  4.226  -1.040  0.313
F  4.892  -2.175  0.620
C  4.990  0.092  0.139
C  2.002  -2.228  0.188
C  2.449  -3.545  0.283
C  1.569  -4.583  0.055
C  0.267  -4.286  -0.315
C  -0.115  -2.963  -0.362
N  0.700  -1.949  -0.053
H  2.496  2.252  -0.542
H  6.065  0.067  0.242
H  3.476  -3.744  0.538
H  1.904  -5.609  0.135
H  -0.453  -5.058  -0.547
H  -1.122  -2.698  -0.653
C  -0.881  -1.913  -5.468
Ge  -1.288  -1.932  -3.520
C  -3.250  -1.615  -3.407
C  -1.232  -3.896  -3.117
Ge  0.185  -0.305  -2.209
C  1.930  -1.013  -2.922
C  2.101  -2.373  -3.182
C  3.307  -2.882  -3.643
C  4.391  -2.039  -3.834
C  4.242  -0.681  -3.589
C  3.025  -0.180  -3.155
C  -0.025  1.318  -3.360
C  0.865  2.388  -3.260
C  0.808  3.467  -4.130
C  -0.169  3.507  -5.116
C  -1.094  2.479  -5.204
C  -1.019  1.402  -4.332
H  -1.533  -2.655  -5.930
H  0.157  -2.194  -5.649
H  -1.059  -0.947  -5.937
H  -3.770  -2.401  -3.958
H  -3.533  -0.649  -3.828
H  -3.575  -1.653  -2.368
H  -1.438  -4.425  -4.049
H  -2.015  -4.154  -2.401
H  -0.282  -4.257  -2.729
H  1.276  -3.058  -3.021
H  3.404  -3.940  -3.853
H  5.339  -2.432  -4.178
H  5.080  -0.008  -3.732
H  2.930  0.886  -3.012
H  1.613  2.381  -2.477
H  1.530  4.271  -4.055
H  -0.212  4.343  -5.803
H  -1.874  2.517  -5.956
H  -1.756  0.611  -4.412

Properties
Multiplicity: 3
E_LUMO (alpha / beta): -0.9 / -0.8 eV
Net charge: 0
Relative energy (zero: lowest compared OMol25 entry of this formula, charge and spin): 5.65 kcal/mol
Kohn-Sham gap (alpha / beta): 0.208 / 0.211 Ha
⟨S²⟩: 2.364